1.
# C31H47F5N4O3

3 unconnected molecules or ions with the total composition C31H47F5N4O3 (the ωB97M-V functional and the def2-TZVPD basis, the Open Molecules 2025 dataset).

Cartesian coordinates (Å):
C1 -2.08 3.37 -3.13
C2 -0.93 2.74 -2.27
C3 -1.30 1.29 -1.84
O1 -0.24 0.35 -2.03
C4 0.86 0.57 -1.25
C5 0.79 1.01 0.03
C6 1.98 1.21 0.80
C7 3.18 0.91 0.23
C8 3.31 0.41 -1.09
N1 4.57 0.12 -1.55
C9 4.53 -0.29 -2.80
C10 3.35 -0.42 -3.59
C11 3.47 -0.91 -5.05
F1 4.53 -1.76 -5.07
F2 2.35 -1.51 -5.44
C12 3.84 0.32 -5.98
F3 2.82 0.69 -6.74
F4 4.21 1.39 -5.26
F5 4.88 -0.04 -6.74
N2 2.15 -0.18 -3.14
C13 2.13 0.26 -1.85
H1 -2.62 2.62 -3.73
H2 -2.79 3.87 -2.45
H3 -1.70 4.15 -3.80
H4 -0.01 2.79 -2.86
H5 -0.89 3.37 -1.36
H6 -2.11 0.98 -2.51
H7 -1.74 1.25 -0.83
H8 -0.16 1.24 0.51
H9 1.99 1.56 1.83
H10 4.09 1.05 0.82
H11 5.49 -0.55 -3.26
C14 4.43 -0.55 7.54
C15 3.99 0.88 7.16
C16 2.55 0.84 6.63
C17 2.45 0.26 5.22
C18 3.40 0.98 4.27
C19 4.85 1.01 4.77
N3 4.94 1.48 6.18
O2 4.77 2.77 6.19
C20 5.48 -0.39 4.62
C21 5.68 1.88 3.83
C22 4.00 1.63 8.50
H12 4.08 -1.31 6.85
H13 5.52 -0.62 7.61
H14 4.04 -0.84 8.51
H15 2.14 1.86 6.61
H16 1.92 0.27 7.31
H17 2.65 -0.81 5.23
H18 1.42 0.36 4.85
H19 3.36 0.49 3.29
H20 3.04 2.00 4.12
H21 6.47 -0.42 5.08
H22 5.60 -0.65 3.57
H23 4.88 -1.19 5.05
H24 5.29 2.89 3.74
H25 5.68 1.45 2.82
H26 6.72 1.94 4.16
H27 5.01 1.68 8.91
H28 3.36 1.12 9.22
H29 3.61 2.65 8.41
C23 -5.62 -3.52 -1.77
C24 -5.59 -1.98 -1.78
C25 -7.03 -1.44 -1.77
C26 -7.74 -1.60 -3.11
C27 -6.91 -1.00 -4.24
C28 -5.47 -1.54 -4.29
N4 -4.81 -1.48 -2.95
O3 -4.47 -0.24 -2.72
C29 -5.48 -2.99 -4.82
C30 -4.68 -0.77 -5.35
C31 -4.92 -1.61 -0.45
H30 -6.41 -3.95 -2.38
H31 -4.66 -3.94 -2.10
H32 -5.80 -3.90 -0.76
H33 -7.02 -0.37 -1.51
H34 -7.60 -1.94 -0.99
H35 -7.95 -2.66 -3.31
H36 -8.71 -1.10 -3.07
H37 -7.40 -1.20 -5.20
H38 -6.89 0.08 -4.13
H39 -4.48 -3.43 -4.75
H40 -5.77 -3.01 -5.87
H41 -6.18 -3.65 -4.31
H42 -4.68 0.31 -5.16
H43 -5.13 -0.92 -6.33
H44 -3.65 -1.11 -5.39
H45 -3.89 -1.98 -0.42
H46 -5.46 -2.06 0.38
H47 -4.90 -0.53 -0.27

⟨S²⟩: 2.008
Maximum force: 2.84 eV Å⁻¹
HOMO level (alpha / beta): -8.67 / -8.67 eV
Spin multiplicity: 3
DFT total energy: -58595.934 eV

***

2.
# C22H32GdI3N3S

A molecular structure, C22H32GdI3N3S (the ωB97M-V functional and the def2-TZVPD basis, the Open Molecules 2025 dataset).

Cartesian coordinates (Å):
Gd1 -0.11 -0.48 -2.65
N1 0.70 2.08 -2.38
C1 -0.52 2.52 -1.79
C2 -0.54 2.93 -0.46
C3 -1.73 3.31 0.14
C4 -2.91 3.28 -0.59
C5 -2.89 2.88 -1.92
C6 -1.70 2.49 -2.54
C7 -1.69 2.09 -3.99
C8 -2.16 3.01 -4.92
C9 -2.20 2.68 -6.27
C10 -1.77 1.43 -6.68
C11 -1.29 0.52 -5.74
C12 -1.23 0.84 -4.39
H1 1.50 2.44 -1.89
H2 0.76 2.37 -3.35
H3 0.39 3.00 0.09
H4 -1.73 3.63 1.17
H5 -3.85 3.58 -0.13
H6 -3.80 2.86 -2.50
H7 -2.49 3.99 -4.59
H8 -2.57 3.40 -6.99
H9 -1.81 1.15 -7.73
H10 -0.97 -0.45 -6.10
I1 0.30 -3.97 -2.24
C13 1.56 -3.85 -3.94
I2 0.78 -2.49 -5.36
H11 1.62 -4.83 -4.40
H12 2.51 -3.47 -3.61
I3 2.83 -0.75 -2.23
C14 -1.52 -1.85 3.93
C15 -1.55 -3.34 3.57
C16 -0.22 -3.90 3.07
C17 0.18 -3.47 1.67
N2 0.76 -2.11 1.66
C18 0.36 -1.08 0.93
S1 -1.05 -1.14 -0.06
N3 1.06 0.05 0.98
C19 2.22 0.32 1.84
C20 1.84 0.63 3.28
C21 3.06 0.83 4.17
C22 2.68 1.08 5.63
H13 -2.48 -1.54 4.35
H14 -1.34 -1.22 3.05
H15 -0.75 -1.64 4.67
H16 -2.32 -3.52 2.82
H17 -1.85 -3.90 4.46
H18 -0.28 -5.00 3.06
H19 0.58 -3.65 3.78
H20 -0.68 -3.46 1.01
H21 0.93 -4.15 1.26
H22 1.58 -1.99 2.22
H23 0.60 0.84 0.57
H24 2.76 1.15 1.39
H25 2.90 -0.54 1.79
H26 1.22 -0.18 3.68
H27 1.22 1.53 3.30
H28 3.66 1.66 3.79
H29 3.70 -0.06 4.11
H30 2.05 1.97 5.71
H31 3.57 1.24 6.25
H32 2.13 0.24 6.04

⟨S²⟩: 16.083
Net charge: +1
Maximum force: 0.60 eV Å⁻¹
Relative energy (zero: lowest compared OMol25 entry of this formula, charge and spin): 0.0 kcal per mole
HOMO level (alpha / beta): -11.15 / -11.23 eV
Spin multiplicity: 8
DFT total energy: -83772.791 eV

***

3.
# C25H22Cl2N3O4Pd

A molecular structure, C25H22Cl2N3O4Pd (the ωB97M-V functional and the def2-TZVPD basis, the Open Molecules 2025 dataset).

Cartesian coordinates (Å):
Pd1 0.00 0.21 -0.04
C1 -4.02 0.62 -1.83
C2 -4.02 -0.31 -0.65
C3 -4.93 -1.35 -0.55
C4 -4.91 -2.21 0.53
C5 -3.97 -2.03 1.54
C6 -3.06 -0.99 1.49
C7 -2.13 -0.74 2.64
C8 -3.07 -0.13 0.37
N1 -2.10 0.89 0.27
C9 -2.40 2.18 0.33
O1 -3.50 2.71 0.51
C10 -1.16 3.04 0.23
C11 -1.20 4.41 0.41
C12 0.00 5.12 0.35
C13 1.18 4.44 0.11
C14 1.13 3.06 -0.06
N2 -0.02 2.40 0.00
C15 2.36 2.23 -0.31
O2 3.45 2.78 -0.47
N3 2.08 0.94 -0.37
C16 3.05 -0.07 -0.52
C17 4.00 -0.29 0.49
C18 3.99 0.56 1.73
C19 4.93 -1.30 0.33
C20 4.92 -2.11 -0.80
C21 3.97 -1.90 -1.78
C22 3.03 -0.88 -1.67
C23 2.05 -0.62 -2.78
H1 -4.70 0.27 -2.61
H2 -3.01 0.69 -2.26
H3 -4.32 1.62 -1.52
H4 -5.67 -1.48 -1.33
H5 -5.62 -3.02 0.59
H6 -3.96 -2.71 2.39
H7 -2.15 -1.58 3.34
H8 -2.41 0.17 3.17
H9 -1.10 -0.61 2.31
H10 -2.15 4.89 0.60
H11 0.00 6.19 0.51
H12 2.14 4.93 0.05
H13 2.99 0.61 2.15
H14 4.29 1.59 1.48
H15 4.68 0.17 2.47
H16 5.67 -1.47 1.10
H17 5.65 -2.91 -0.91
H18 3.95 -2.54 -2.66
H19 2.13 -1.38 -3.55
H20 2.24 0.36 -3.22
H21 1.02 -0.62 -2.41
Cl1 0.06 -4.61 1.77
C24 0.00 -3.99 0.11
Cl2 1.35 -4.65 -0.85
C25 0.06 -2.45 0.08
O3 -0.70 -1.92 -0.76
O4 0.84 -1.86 0.84
H22 -0.91 -4.34 -0.35

Net charge: -1
Maximum force: 5.16 eV Å⁻¹
Relative energy (zero: lowest compared OMol25 entry of this formula, charge and spin): 41.0 kcal per mole
HOMO level: -5.25 eV
DFT total energy: -67471.268 eV

***

4.
# C41H42FN5O9

4 unconnected molecules or ions with the total composition C41H42FN5O9 (the ωB97M-V functional and the def2-TZVPD basis, the Open Molecules 2025 dataset).

Cartesian coordinates (Å):
C1 2.16 -0.74 5.68
C2 3.07 -1.69 4.70
C3 2.29 -2.24 3.35
F1 1.12 -3.13 3.67
C4 1.95 -1.08 2.25
C5 3.18 -0.65 1.21
C6 4.71 -1.28 1.28
C7 4.90 -2.66 0.39
N1 6.16 -2.59 -0.47
C8 2.92 0.48 0.02
C9 1.43 1.16 -0.13
C10 1.23 2.23 -1.37
C11 1.93 3.64 -0.90
N2 1.74 3.98 0.56
C12 0.22 0.75 0.94
C13 0.47 -0.38 2.15
C14 -0.81 -0.68 3.13
O1 -0.79 -0.97 4.43
C15 -2.33 -0.56 2.44
C16 -3.58 -1.51 2.97
C17 -5.12 -1.39 2.34
C18 -5.37 -0.25 1.17
C19 -6.90 -0.05 0.54
O2 -7.90 -0.98 1.13
C20 -8.56 -0.39 2.31
C21 -4.09 0.67 0.63
C22 -2.57 0.54 1.25
C23 -1.26 1.44 0.78
O3 -1.51 2.66 0.28
H1 2.78 -0.22 6.54
H2 1.29 -1.42 6.13
H3 1.59 0.10 5.05
H4 3.53 -2.61 5.30
H5 3.98 -1.02 4.33
H6 3.07 -2.97 2.82
H7 5.01 -1.52 2.40
H8 5.44 -0.41 0.93
H9 4.92 -3.55 1.18
H10 3.95 -2.72 -0.32
H11 6.99 -2.45 0.15
H12 6.02 -1.74 -1.07
H13 3.80 0.78 -0.71
H14 0.12 2.33 -1.75
H15 1.87 1.82 -2.29
H16 3.10 3.50 -1.06
H17 1.62 4.56 -1.55
H18 2.42 3.48 1.19
H19 0.77 3.78 0.90
H20 -3.43 -2.31 3.82
H21 -6.02 -2.06 2.72
H22 -7.24 1.04 0.91
H23 -6.92 -0.01 -0.63
H24 -9.18 -1.26 2.83
H25 -7.81 0.01 3.13
H26 -9.32 0.46 2.06
H27 -4.27 1.46 -0.23
C24 0.49 -6.35 5.76
C25 0.28 -7.70 6.06
C26 -0.25 -8.56 5.10
C27 -0.56 -8.05 3.82
C28 -0.35 -6.70 3.52
C29 0.18 -5.85 4.50
N3 -1.09 -8.95 2.79
O4 -1.28 -10.14 3.11
O5 -1.31 -8.48 1.67
H28 0.91 -5.69 6.52
H29 0.52 -8.08 7.05
H30 -0.41 -9.60 5.35
H31 -0.59 -6.30 2.54
H32 0.34 -4.80 4.27
C30 -0.86 -0.99 -6.36
C31 0.52 -1.24 -6.40
C32 1.42 -0.27 -5.98
C33 0.94 0.96 -5.50
C34 -0.43 1.22 -5.46
C35 -1.33 0.24 -5.89
N4 1.89 1.97 -5.02
O6 3.10 1.71 -5.09
O7 1.43 3.03 -4.57
H33 -1.56 -1.75 -6.69
H34 0.88 -2.20 -6.77
H35 2.49 -0.49 -6.02
H36 -0.82 2.17 -5.10
H37 -2.40 0.44 -5.87
C36 0.58 5.96 -4.94
C37 1.45 6.87 -5.54
C38 1.08 8.22 -5.64
C39 -0.16 8.63 -5.13
C40 -1.03 7.71 -4.53
C41 -0.65 6.37 -4.44
N5 -0.54 10.05 -5.21
O8 0.25 10.83 -5.76
O9 -1.62 10.39 -4.72
H38 0.87 4.91 -4.86
H39 2.41 6.54 -5.93
H40 1.76 8.92 -6.11
H41 -1.99 8.02 -4.14
H42 -1.32 5.65 -3.98

Maximum force: 7.97 eV Å⁻¹
Relative energy (zero: lowest compared OMol25 entry of this formula, charge and spin): 450.1 kcal per mole
HOMO level: -8.87 eV
DFT total energy: -71763.022 eV

***

5.
# C5H7NO

C5H7NO in the gas phase (the ωB97M-V functional and the def2-TZVPD basis, the Open Molecules 2025 dataset).

Cartesian coordinates (Å):
C1 1.10 -0.55 -1.93
C2 0.38 -0.02 -0.73
C3 0.08 1.27 -0.49
O1 -0.60 1.41 0.70
C4 -0.74 0.16 1.18
N1 -1.50 0.06 2.32
C5 -0.16 -0.76 0.37
H1 1.97 -1.15 -1.65
H2 1.44 0.26 -2.59
H3 0.43 -1.19 -2.50
H4 0.68 2.07 -0.87
H5 -1.56 0.90 2.88
H6 -1.44 -0.81 2.82
H7 -0.12 -1.83 0.51

Maximum force: 1.08 eV Å⁻¹
Relative energy (zero: lowest compared OMol25 entry of this formula, charge and spin): 18.8 kcal per mole
HOMO level: -7.50 eV
DFT total energy: -8835.387 eV

***

6.
# C3H12NO4

3 unconnected molecules or ions with the total composition C3H12NO4 (the ωB97M-V functional and the def2-TZVPD basis, the Open Molecules 2025 dataset).

Cartesian coordinates (Å):
C1 0.73 -1.55 0.22
C2 1.45 -0.74 -0.90
O1 2.51 0.09 -0.43
N1 -0.70 -1.68 -0.01
C3 -1.47 -0.68 0.82
O2 -1.25 0.58 0.49
H1 1.08 -1.16 1.18
H2 1.09 -2.59 0.20
H3 1.83 -1.42 -1.66
H4 0.66 -0.11 -1.30
H5 2.21 0.43 0.42
H6 -0.96 -1.45 -0.97
H7 -2.54 -1.06 0.76
H8 -1.27 -0.91 1.90
H9 0.05 2.44 1.97
H10 -0.10 1.91 0.65
O3 0.38 2.65 1.11
H11 -0.72 2.29 -1.70
H12 -1.46 1.20 -0.96
O4 -1.52 1.75 -1.80

Net charge: -1
Maximum force: 1.92 eV Å⁻¹
Relative energy (zero: lowest compared OMol25 entry of this formula, charge and spin): 17.5 kcal per mole
HOMO level: -4.24 eV
DFT total energy: -12986.138 eV

***

7.
# C14H22AgN2O6S2

A molecular structure, C14H22AgN2O6S2 (the ωB97M-V functional and the def2-TZVPD basis, the Open Molecules 2025 dataset).

Cartesian coordinates (Å):
C1 0.77 -3.95 1.79
S1 1.42 -2.87 0.46
O1 2.11 -3.74 -0.49
O2 2.39 -1.86 0.94
C2 0.04 -2.04 -0.50
C3 -0.27 -0.69 0.28
C4 -0.52 -0.86 1.83
O3 -1.60 -0.90 2.35
C5 0.68 -1.78 -1.94
C6 -0.15 -0.76 -2.80
C7 0.15 0.76 -2.52
C8 1.62 1.11 -2.05
C9 1.55 2.61 -1.49
C10 2.11 2.73 -0.02
C11 1.00 2.66 1.10
S2 -0.42 3.80 0.83
C12 -1.82 2.78 1.36
N1 -2.93 2.37 0.71
N2 -3.56 1.58 1.62
C13 -2.89 1.52 2.79
O4 -1.70 2.32 2.67
O5 -1.03 -3.00 -0.51
C14 -2.30 -2.43 -0.67
O6 -3.06 -2.49 0.24
H1 0.75 -5.01 1.45
H2 1.44 -3.81 2.68
H3 -0.25 -3.61 2.12
H4 0.69 -0.10 0.21
H5 -1.05 -0.06 -0.22
H6 0.42 -0.87 2.47
H7 1.77 -1.57 -1.85
H8 0.60 -2.78 -2.46
H9 -1.26 -0.90 -2.74
H10 0.11 -0.97 -3.88
H11 -0.57 1.13 -1.75
H12 -0.07 1.34 -3.46
H13 2.31 1.07 -2.93
H14 2.03 0.44 -1.26
H15 2.26 3.20 -2.14
H16 0.53 3.04 -1.65
H17 2.66 3.71 0.10
H18 2.79 1.86 0.16
H19 1.38 2.85 2.14
H20 0.56 1.63 1.12
H21 -3.15 0.93 3.70
H22 -2.68 -1.96 -1.61
Ag1 -2.83 3.58 3.83

⟨S²⟩: 0.760
Net charge: +2
Maximum force: 4.45 eV Å⁻¹
HOMO level (alpha / beta): -15.03 / -14.97 eV
Spin multiplicity: 2
DFT total energy: -55783.360 eV

***

8.
# C2H3NS

C2H3NS in the gas phase (the ωB97M-V functional and the def2-TZVPD basis, the Open Molecules 2025 dataset).

Cartesian coordinates (Å):
C1 -0.18 0.47 -1.02
C2 0.38 -0.46 0.87
N1 0.51 -0.37 -0.39
S1 -1.68 0.73 -0.26
H1 0.17 0.73 -2.09
H2 0.35 -1.46 1.28
H3 0.46 0.37 1.61

⟨S²⟩: 2.013
Maximum force: 6.11 eV Å⁻¹
Relative energy (zero: lowest compared OMol25 entry of this formula, charge and spin): 31.1 kcal per mole
HOMO level (alpha / beta): -6.86 / -9.57 eV
Spin multiplicity: 3
DFT total energy: -14443.652 eV